138
Properties=species:S:1:pos:R:3 method="wB97M-V/def2-TZVPD" smiles="CCCN[C@@]1(I)[C@@](CCCCO)(OB(O)O)O[C@@](F)(CCC)[C@]1(CCC)CCCOC(C)=O.CCO.CCO.CCO.CCO.CCO.CCO.CCO" orbital_gap_ev=8.793 homo_energy_ev=-8.85 max_force_ev_per_a=5.53
C -0.24668 -4.28905 1.14963
C -1.73772 -3.75631 0.79464
C -1.76950 -2.12888 0.75487
N -2.69873 -1.61671 -0.26423
C -2.14939 -1.09252 -1.52039
I -0.33592 -2.22862 -2.16195
C -3.21153 -1.53137 -2.70807
C -3.06409 -3.03902 -3.31844
C -4.41276 -3.53934 -4.07959
C -4.76273 -2.65353 -5.36582
C -6.31357 -2.60162 -5.74218
O -6.90622 -1.31097 -5.37851
O -4.46337 -0.85345 -2.84355
B -5.51193 -1.16035 -1.94476
O -6.69037 -1.81261 -2.48645
O -5.58546 -0.84342 -0.53464
O -2.48304 -0.82214 -3.79589
C -1.98045 0.46112 -3.32075
F -0.72399 0.49170 -4.06716
C -2.76938 1.62263 -4.07145
C -1.97040 3.03443 -4.09496
C -2.86440 4.08108 -4.90866
C -1.86826 0.49405 -1.68658
C -3.06125 1.49493 -1.21052
C -3.36638 1.44138 0.36466
C -3.28313 2.94526 0.91087
C -0.57561 1.21622 -1.15756
C 0.38299 0.61193 -0.06049
C -0.03090 0.84158 1.47885
O -0.25709 2.25092 1.79822
C -0.40882 2.24186 3.22484
C -1.79050 1.75189 3.88399
O 0.49585 2.56306 4.00224
H 0.55191 -3.76240 0.52912
H -0.03586 -4.23724 2.27283
H -0.24717 -5.40731 0.89687
H -2.07408 -4.21317 -0.19623
H -2.40013 -4.13996 1.64847
H -0.72159 -1.71590 0.77905
H -2.22451 -1.85347 1.78138
H -3.26607 -2.43968 -0.54106
H -2.31653 -3.07076 -4.18440
H -2.87392 -3.82507 -2.52648
H -5.28109 -3.71397 -3.37094
H -4.13064 -4.57735 -4.48510
H -4.41687 -1.56240 -5.27091
H -4.21746 -3.04631 -6.29970
H -6.84734 -3.46063 -5.23043
H -6.38930 -2.64323 -6.88615
H -7.77872 -1.51774 -4.98670
H -7.27437 -2.00427 -1.71877
H -5.59191 -1.67131 -0.01621
H -2.78812 1.30628 -5.17795
H -3.85847 1.73637 -3.78106
H -1.00526 2.89630 -4.70184
H -1.64353 3.37729 -3.06528
H -3.39205 3.48009 -5.73491
H -2.14771 4.77670 -5.47216
H -3.63086 4.64127 -4.29145
H -4.05281 1.28737 -1.71731
H -2.83826 2.58458 -1.49998
H -2.75791 0.68436 0.94339
H -4.46347 1.12798 0.50525
H -4.11045 3.55118 0.39463
H -2.30580 3.46051 0.59700
H -3.46393 3.01850 2.02760
H -0.88084 2.23780 -0.71961
H 0.11360 1.53078 -2.02616
H 0.72089 -0.45744 -0.14769
H 1.35837 1.22291 -0.14462
H -0.84128 0.14181 1.85223
H 0.91701 0.55363 2.07013
H -2.30179 2.64007 4.36853
H -1.61066 0.96866 4.69963
H -2.46588 1.24584 3.10746
C -11.10870 -4.17353 -5.12618
C -10.28853 -4.36602 -6.38684
O -8.93172 -4.64056 -6.05598
H -10.70621 -3.35146 -4.52896
H -12.15159 -3.95599 -5.36795
H -11.07270 -5.07013 -4.50054
H -10.30932 -3.46178 -6.99785
H -10.68004 -5.19561 -6.98415
H -8.91875 -5.44578 -5.52372
C 3.51449 1.32701 6.42333
C 2.18762 1.03788 7.09628
O 1.44319 2.23821 7.25291
H 4.09546 2.04156 7.01191
H 4.09936 0.41172 6.30186
H 3.35732 1.77751 5.43902
H 2.34594 0.60824 8.08751
H 1.59663 0.33147 6.50359
H 1.29962 2.60822 6.37055
C 5.40097 2.56383 2.23067
C 5.67027 3.16295 3.59785
O 4.83066 4.29357 3.81005
H 5.57927 3.30384 1.44630
H 6.04219 1.69732 2.05070
H 4.35547 2.25189 2.14352
H 6.70684 3.49186 3.67315
H 5.48247 2.43096 4.39037
H 3.91469 3.99275 3.75062
C 8.22106 3.03144 7.27680
C 9.20547 3.05250 6.12441
O 8.64184 3.73861 5.01017
H 7.29132 2.54045 6.97782
H 8.63857 2.50304 8.13678
H 7.96059 4.04923 7.58187
H 9.44611 2.03559 5.80895
H 10.13302 3.55231 6.41337
H 8.43970 4.63887 5.29400
C 4.93621 1.17551 -1.41366
C 4.76582 -0.22293 -0.85334
O 3.38379 -0.53907 -0.72816
H 4.45199 1.90988 -0.76492
H 5.99386 1.43218 -1.50875
H 4.46466 1.25819 -2.39728
H 5.21874 -0.29525 0.13732
H 5.23919 -0.96482 -1.50460
H 2.99015 -0.48248 -1.60872
C -1.39381 -5.74799 -6.94098
C -0.85488 -5.63790 -5.52826
O -1.93010 -5.62761 -4.59321
H -2.06303 -4.91256 -7.16190
H -0.58052 -5.75071 -7.67027
H -1.97755 -6.66526 -7.06202
H -0.29174 -4.71061 -5.40492
H -0.19265 -6.47798 -5.29569
H -2.41750 -6.45370 -4.70348
C 13.75443 4.48030 8.33626
C 12.30358 4.38770 7.90629
O 11.74564 3.14381 8.31589
H 14.33484 3.66135 7.90455
H 14.19531 5.42910 8.02181
H 13.84191 4.39531 9.42325
H 12.22271 4.45131 6.81944
H 11.71398 5.19951 8.34478
H 11.81206 3.09788 9.27763



128
Properties=species:S:1:pos:R:3 method="wB97M-V/def2-TZVPD" smiles="CCN(CC)CC.CCN(CC)CC.CCN(CC)CC.CCN(CC)CC.CC(C)=O.CC(C)=O.CC(C)=O.CC(C)=O" orbital_gap_ev=8.360 homo_energy_ev=-7.96 de_lowest_kcal_mol=0.0 max_force_ev_per_a=1.06
C 4.72116 2.87962 7.34824
C 3.48391 3.52776 7.94620
N 2.64400 4.17513 6.94247
C 3.35470 5.10317 6.06794
C 2.45969 5.63403 4.96885
C 1.42576 4.72298 7.52598
C 1.56483 6.08129 8.21911
H 5.06611 2.03681 7.95300
H 5.55102 3.58595 7.30421
H 4.54024 2.45766 6.35886
H 2.87367 2.76340 8.42746
H 3.81973 4.26574 8.69677
H 3.78586 5.93850 6.65132
H 4.17893 4.55585 5.61386
H 1.74737 6.36858 5.34425
H 3.05836 6.07567 4.17487
H 1.87309 4.80326 4.57090
H 1.10521 4.02317 8.30219
H 0.63677 4.73271 6.77222
H 0.59190 6.36179 8.63357
H 1.81744 6.92580 7.57370
H 2.30965 6.04695 9.01430
C -4.66065 7.20678 13.13854
C -5.46311 6.02160 12.58383
N -5.80699 6.11552 11.17558
C -4.63824 6.29251 10.33738
C -4.87436 5.90736 8.88636
C -6.91804 7.00821 10.87518
C -8.20519 6.58507 11.54509
H -4.73206 7.28040 14.22551
H -5.04924 8.15458 12.76042
H -3.61474 7.07434 12.87930
H -4.83016 5.12401 12.64056
H -6.31090 5.75930 13.21333
H -4.25463 7.33128 10.39555
H -3.84830 5.64935 10.73472
H -4.07783 6.27193 8.23443
H -4.93102 4.82049 8.81366
H -5.78803 6.31422 8.45466
H -7.07946 6.97787 9.80052
H -6.62613 8.04449 11.12522
H -8.52471 5.60044 11.20506
H -9.00726 7.28916 11.29390
H -8.18925 6.58728 12.63532
C -0.38077 12.75865 3.43596
C -0.41816 12.59918 4.94194
N 0.33623 11.43836 5.40746
C 0.14454 11.19028 6.82526
C 0.32214 9.73054 7.23833
C 1.73669 11.43255 5.01028
C 2.58594 12.60837 5.53040
H 0.46954 13.33821 3.07797
H -1.28314 13.28518 3.11746
H -0.40604 11.77540 2.96705
H -0.10075 13.52193 5.45912
H -1.45953 12.44532 5.23495
H 0.80533 11.82929 7.44802
H -0.83802 11.56115 7.13295
H 0.98876 9.19906 6.55657
H 0.71960 9.61479 8.24606
H -0.63435 9.20326 7.19597
H 1.77049 11.43016 3.91885
H 2.18022 10.49781 5.35385
H 3.50381 12.72777 4.95301
H 2.87675 12.45167 6.56988
H 2.04266 13.55087 5.45231
C 2.13728 13.97561 11.27111
C 0.99552 14.33867 10.31536
N -0.30925 13.91758 10.79318
C -1.36239 14.44614 9.91923
C -1.55226 15.93664 10.05940
C -0.37641 12.45460 10.78496
C -1.56230 11.90829 11.56775
H 2.99042 14.63739 11.13550
H 2.46986 12.94146 11.16632
H 1.77457 14.08818 12.29496
H 1.02882 15.42888 10.25447
H 1.20124 14.01373 9.27878
H -2.29422 13.98507 10.25092
H -1.17064 14.14089 8.87810
H -1.87265 16.18920 11.07252
H -2.34625 16.30329 9.40231
H -0.66862 16.53408 9.84032
H -0.46094 12.07403 9.75286
H 0.54983 12.06663 11.20124
H -1.75528 12.43380 12.50699
H -2.50500 11.92061 11.01780
H -1.38224 10.87272 11.86214
C -3.14119 7.74600 16.78315
C -2.00787 7.02825 16.09094
C -1.13858 6.10620 16.91541
O -1.74050 7.27140 14.93645
H -3.97403 7.05894 16.96374
H -3.45840 8.57508 16.15956
H -2.83487 8.07794 17.77582
H -1.61793 5.13730 17.07212
H -0.98428 6.53999 17.90493
H -0.17907 5.97108 16.42344
C 1.93721 10.00177 15.63443
C 0.58167 10.63683 15.84041
C -0.16959 11.04469 14.59450
O 0.12053 10.79711 16.94361
H 2.31844 9.64761 16.59309
H 2.66702 10.74536 15.30568
H 1.85966 9.16564 14.94619
H -0.40322 12.11019 14.57696
H -1.11745 10.50341 14.54856
H 0.40998 10.84681 13.69214
C 0.85137 3.54719 12.37016
C -0.59519 3.96733 12.21171
C -1.33958 4.44084 13.43160
O -1.10941 4.02326 11.12013
H 1.42053 3.87654 11.50440
H 0.90364 2.46164 12.47593
H 1.29021 3.98091 13.27034
H -2.32206 3.96253 13.44013
H -1.50101 5.51554 13.38817
H -0.81763 4.18000 14.35170
C 0.75768 7.87691 12.83384
C 0.24949 8.22468 11.45204
C -1.16908 7.80429 11.14200
O 0.94086 8.75672 10.61769
H 0.17480 8.52649 13.49200
H 1.81155 8.12020 12.94295
H 0.55213 6.83769 13.08132
H -1.70049 7.44467 12.02052
H -1.16702 7.01918 10.38317
H -1.69134 8.65868 10.70905